Record 1
The following is a DFT calculation (the ωB97M-V functional and the def2-TZVPD basis) of a cluster of 10 separate species, C52H57ClN4O12 in total at a distorted geometry.

Geometry as XYZ:
```
126
C52H57ClN4O12, DFT the ωB97M-V functional and the def2-TZVPD basis
C 14.16 -24.23 -3.52
C 15.38 -24.92 -2.87
N 16.64 -24.60 -3.72
C 17.04 -25.30 -4.82
C 18.18 -24.57 -5.31
N 18.54 -23.64 -4.34
C 17.54 -23.61 -3.38
C 19.32 -22.52 -4.56
H 14.00 -23.11 -3.04
H 13.31 -24.63 -3.30
H 14.24 -24.12 -4.60
H 15.24 -25.94 -2.81
H 15.56 -24.57 -1.74
H 16.49 -26.17 -5.36
H 18.82 -24.75 -6.22
H 17.43 -22.91 -2.50
H 19.36 -21.87 -5.44
H 20.35 -23.00 -4.60
H 19.20 -21.72 -3.74
Cl 21.88 -25.07 -5.81
N 12.68 -22.95 -0.50
C 12.78 -24.23 -0.13
C 11.75 -25.20 -0.20
C 10.47 -24.65 -0.19
C 10.25 -23.29 -0.45
C 11.39 -22.50 -0.71
H 13.81 -24.73 -0.04
H 12.11 -26.28 0.15
H 9.71 -25.22 0.02
H 9.52 -22.74 -0.55
H 11.41 -21.49 -1.31
N 14.85 -25.06 -7.42
C 13.59 -25.65 -7.62
C 12.32 -25.04 -7.65
C 12.42 -23.63 -7.55
C 13.60 -22.97 -7.42
C 14.77 -23.72 -7.35
H 13.57 -26.65 -7.47
H 11.32 -25.50 -7.66
H 11.55 -23.09 -7.46
H 13.83 -21.98 -7.18
H 15.77 -23.25 -7.23
C 18.05 -23.13 0.66
C 17.05 -24.28 0.60
C 17.43 -25.52 0.03
C 18.68 -25.78 -0.55
C 19.67 -24.82 -0.29
C 19.41 -23.46 0.25
O 20.41 -22.57 0.38
O 16.39 -26.33 -0.28
H 17.83 -22.14 1.01
H 16.02 -23.95 1.06
H 18.99 -26.65 -1.01
H 20.59 -24.85 -0.58
H 21.36 -22.99 0.16
H 16.54 -27.36 -0.49
C 10.50 -22.03 -4.39
C 9.33 -22.95 -4.44
C 8.35 -22.67 -5.44
C 8.50 -21.70 -6.39
C 9.68 -20.88 -6.33
C 10.73 -21.01 -5.26
O 11.93 -20.26 -5.24
O 7.17 -23.38 -5.31
H 11.20 -22.43 -3.72
H 9.18 -23.60 -3.76
H 7.56 -21.46 -7.12
H 9.72 -20.11 -6.99
H 12.01 -19.30 -5.58
H 7.00 -23.91 -4.39
C 11.37 -27.12 -3.74
C 10.27 -27.29 -4.83
C 10.70 -28.24 -5.94
C 11.94 -28.75 -6.03
C 12.88 -28.51 -5.01
C 12.59 -27.79 -3.81
O 13.51 -27.75 -2.76
O 9.73 -28.55 -6.95
H 10.97 -26.57 -2.93
H 9.33 -26.67 -4.83
H 12.23 -29.42 -6.68
H 13.85 -28.71 -5.22
H 13.44 -28.44 -2.25
H 9.81 -29.35 -7.55
C 16.73 -27.96 -8.84
C 18.11 -27.22 -9.00
C 19.07 -27.25 -7.92
C 18.76 -28.07 -6.78
C 17.47 -28.64 -6.63
C 16.42 -28.56 -7.57
O 15.15 -28.97 -7.36
O 20.25 -26.75 -8.03
H 16.25 -27.72 -9.72
H 18.47 -26.79 -9.88
H 19.45 -28.30 -6.12
H 17.17 -28.94 -5.58
H 15.02 -29.52 -8.25
H 20.55 -26.17 -7.30
C 17.89 -19.32 -3.74
C 16.65 -19.44 -2.94
C 15.55 -19.92 -3.62
C 15.50 -20.06 -5.13
C 16.71 -19.94 -5.74
C 17.85 -19.61 -5.12
O 18.97 -19.31 -5.86
O 14.23 -19.95 -3.07
H 18.76 -18.96 -2.98
H 16.62 -19.34 -1.94
H 14.82 -20.43 -5.67
H 16.57 -20.19 -6.85
H 18.66 -18.92 -6.80
H 13.46 -20.17 -3.62
C 20.15 -21.69 -9.53
C 19.96 -21.79 -11.19
C 20.36 -23.04 -11.82
C 20.93 -23.95 -11.02
C 20.97 -23.96 -9.54
C 20.73 -22.70 -8.89
O 20.83 -22.68 -7.46
O 20.37 -23.20 -13.09
H 19.36 -20.81 -9.20
H 19.55 -20.88 -11.62
H 21.41 -24.85 -11.50
H 21.51 -24.88 -9.08
H 21.19 -23.40 -7.19
H 20.92 -23.92 -13.69
```

The calculation puts the LUMO energy at -0.071 eV. The molar mass comes out at 965.50 Da. The calculation puts the HOMO-LUMO gap at 7.43 eV. For the HOMO energy, the calculation gives -7.50 eV. For the relative energy (zero: lowest compared OMol25 entry of this formula, charge and spin), the calculation gives 456.2 kJ/mol.

=====

Record 2
The following is a DFT calculation (the ωB97M-V functional and the def2-TZVPD basis) of a structure of composition C12H13O3 at a distorted geometry.

Geometry as XYZ:
```
28
C12H13O3, DFT the ωB97M-V functional and the def2-TZVPD basis
C -0.48 2.28 -0.40
C -0.70 3.53 -1.07
C -1.24 1.60 0.47
C -0.80 -2.45 2.28
C -2.02 -1.81 1.51
C 0.87 -2.50 -1.01
C 0.02 -1.51 -1.63
C 0.79 2.23 -1.18
C 0.20 -0.42 0.80
C -0.69 -1.52 1.08
C 0.10 -1.42 -0.14
C 2.13 2.21 -0.31
O -2.17 1.59 1.19
O -1.49 4.46 -0.99
O 0.51 3.50 -1.75
H -0.54 -1.91 3.23
H -0.63 -3.54 2.25
H -2.70 -2.49 0.92
H -2.63 -0.98 1.96
H 0.57 -3.55 -1.01
H 2.00 -2.46 -1.07
H 0.40 -0.66 -2.19
H -0.92 -1.85 -2.14
H 0.88 1.29 -1.78
H 1.11 -0.03 1.35
H 2.59 1.13 -0.47
H 1.92 2.35 0.76
H 2.92 2.94 -0.64
```

The calculation puts the LUMO energy (alpha / beta) at 3.515 / 3.515 eV. The molar mass comes out at 205.23 Da. The calculation puts the HOMO-LUMO gap (alpha / beta) at 6.54 / 6.54 eV. For the HOMO energy (alpha / beta), the calculation gives -3.02 / -3.02 eV. For the relative energy (zero: lowest compared OMol25 entry of this formula, charge and spin), the calculation gives 392.2 kJ/mol. The total charge is -1.

=====

Record 3
The following is a DFT calculation (the ωB97M-V functional and the def2-TZVPD basis) of an isolated molecule of CH3BrCl2Si at a distorted geometry.

Geometry as XYZ:
```
8
CH3BrCl2Si, DFT the ωB97M-V functional and the def2-TZVPD basis
Cl 1.29 -0.78 0.25
Si -0.39 -1.77 0.02
Cl -0.48 -3.37 -1.19
C -1.60 -0.43 -0.55
Br -0.77 1.29 -1.04
H -0.68 -2.25 1.30
H -2.26 -0.54 -1.51
H -2.25 -0.35 0.35
```

The calculation puts the LUMO energy at 0.510 eV. The molar mass comes out at 193.93 Da. The calculation puts the HOMO-LUMO gap at 10.62 eV. For the HOMO energy, the calculation gives -10.11 eV. The SMILES is Cl[SiH](Cl)CBr. For the relative energy (zero: lowest compared OMol25 entry of this formula, charge and spin), the calculation gives 26.3 kJ/mol.

=====

Record 4
The following is a DFT calculation (the ωB97M-V functional and the def2-TZVPD basis) of a cluster of 3 separate species, C6H17NO3 in total at a distorted geometry.

Geometry as XYZ:
```
27
C6H17NO3, DFT the ωB97M-V functional and the def2-TZVPD basis
C -1.11 0.71 -1.07
C 1.28 1.37 -1.10
C -1.75 1.92 -1.75
N -0.67 -0.27 -2.03
O 0.10 1.17 -0.33
O -1.96 0.24 -0.10
H -1.49 -0.58 0.27
H -0.40 -1.11 -1.52
H -1.44 -0.50 -2.66
H 1.98 1.91 -0.45
H 1.07 1.98 -1.98
H 1.72 0.43 -1.43
H -1.97 2.67 -0.99
H -2.68 1.61 -2.22
H -1.09 2.34 -2.51
C 0.61 0.11 1.68
C -0.33 -2.62 1.44
C 2.00 -0.40 1.73
O -0.23 -1.50 0.64
H -0.14 -0.29 2.34
H 0.51 1.18 1.74
H -1.25 -3.18 1.25
H -0.35 -2.36 2.52
H 0.53 -3.30 1.31
H 2.52 0.11 2.55
H 2.03 -1.48 1.87
H 2.53 -0.15 0.81
```

The calculation puts the LUMO energy at -0.099 eV. The molar mass comes out at 151.21 Da. The calculation puts the HOMO-LUMO gap at 9.14 eV. For the HOMO energy, the calculation gives -9.24 eV. For the relative energy (zero: lowest compared OMol25 entry of this formula, charge and spin), the calculation gives 483.1 kJ/mol.